No. 1
{"formula": "C15H14N4O3S", "method": "wB97M-V/def2-TZVPD", "multiplicity": 1, "gap_ev": 8.9, "homo_energy_ev": -9.48, "largest_force_ha_per_bohr": 0.0324, "de_lowest_ev": 0.0000, "lumo_ev": -0.5, "species": ["N", "H", "H", "C", "H", "C", "C", "C", "C", "O", "C", "N", "N", "H", "H", "C", "H", "C", "S", "H", "O", "O", "H", "H", "N", "C", "C", "C", "H", "H", "C", "C", "C", "H", "H", "C", "H"], "coordinates": [[-0.603554, 1.667181, -2.517045], [-3.267688, 2.057812, 2.029240], [4.569389, -0.969449, 1.374576], [-2.761584, 1.107383, 2.086368], [-2.604755, 1.081704, 4.219527], [-1.566505, -1.301093, -0.379229], [-1.412387, -1.374344, 2.210407], [-2.456283, 0.402654, 0.941820], [-2.030718, -0.334640, -2.639276], [-1.012608, -2.294421, -0.777746], [3.967635, -0.355616, 0.702245], [-2.111842, -0.318699, -1.198389], [0.218853, 1.706514, -0.302807], [-1.314127, -1.112981, -2.922988], [-0.892540, -2.319009, 2.248758], [1.590901, 0.022131, 0.025717], [4.499422, -1.440097, -1.090002], [-2.678976, 0.737851, -0.481466], [1.170401, -0.250894, -1.656030], [3.995579, 0.672723, 1.066466], [-2.111971, 1.510078, -4.175563], [-3.201592, 1.694586, -0.986355], [-0.530606, 2.660367, -2.704281], [5.593544, -0.114950, -0.690762], [1.019323, 1.057435, 0.526548], [2.517859, -0.862899, 0.766996], [-2.383744, 0.552192, 3.305090], [0.140387, 1.174272, -1.473416], [-1.438418, -1.066943, 4.326826], [2.461895, -1.871047, 0.353230], [-1.722565, -0.664460, 3.366093], [-1.789092, -0.824738, 1.003208], [4.551550, -0.424835, -0.702435], [2.194621, -0.883239, 1.809466], [4.012875, 0.230068, -1.383243], [-1.608771, 1.022042, -3.200344], [-3.003906, -0.572640, -3.081204]], "forces_ev_per_a": [[0.0125, 0.7621, -0.3184], [-0.0454, 0.1100, 0.0003], [0.0080, 0.0528, 0.0609], [0.0050, -0.0609, -0.1660], [-0.0139, 0.0384, 0.0764], [0.0495, -0.1953, -0.1400], [-0.0407, 0.0132, -0.1650], [0.2522, -0.4480, 0.4878], [-0.3080, -0.0679, -0.1506], [-0.1016, -0.0946, 0.1160], [-0.0733, -0.1424, -0.1317], [-0.1297, -0.1123, -0.3943], [-1.0431, 0.9957, -0.8395], [-0.1270, 0.0854, 0.0442], [0.0546, -0.1008, 0.0078], [-0.1151, -0.5392, -0.9309], [0.0242, -0.1196, -0.0954], [-0.1041, 0.0562, -0.0396], [-0.1708, 0.9662, 0.6423], [0.0170, -0.0223, 0.0848], [-0.1557, -0.0114, -0.1902], [-0.0637, -0.0214, 0.0445], [-0.0370, -0.1386, -0.0189], [0.0949, 0.0096, -0.0814], [0.7957, -0.2749, 1.2097], [0.3501, 0.0212, 0.2496], [-0.0614, 0.1084, -0.0482], [0.9373, -1.0699, -0.0277], [0.0164, -0.0217, 0.0817], [-0.0183, -0.0633, 0.0969], [0.0704, -0.1203, -0.0305], [-0.2753, 0.5018, 0.4124], [0.0142, 0.0992, 0.2179], [-0.0735, -0.0727, -0.0544], [0.0106, 0.0471, -0.1075], [0.0241, -0.2464, 0.1181], [0.2208, 0.0767, -0.0212]], "lowdin_charge": [0.11, 0.12, 0.11, 0.02, 0.11, -0.39, 0.01, -0.08, -0.03, 0.10, -0.25, 0.03, 0.04, 0.13, 0.12, -0.59, 0.08, -0.36, 1.13, 0.11, 0.11, 0.16, 0.17, 0.07, 0.03, -0.20, -0.05, -0.60, 0.11, 0.11, -0.06, -0.09, -0.12, 0.12, 0.05, -0.46, 0.15]}

---

No. 2
{"formula": "C4H4N4", "method": "wB97M-V/def2-TZVPD", "multiplicity": 1, "gap_ev": 10.1, "homo_energy_ev": -9.40, "largest_force_ha_per_bohr": 0.1700, "de_lowest_ev": 3.7242, "lumo_ev": 0.7, "species": ["H", "C", "H", "H", "N", "C", "N", "H", "C", "C", "N", "N"], "coordinates": [[-2.105674, -1.429795, -0.571808], [-1.522094, -0.613119, -0.184148], [2.522559, 1.133535, -0.451170], [1.942575, 0.671527, 1.018140], [-0.930178, 1.499796, 0.280637], [0.155906, 0.712475, 0.008054], [-1.865351, 0.688030, 0.132095], [-2.904156, 0.976032, 0.520650], [-0.168326, -0.559551, -0.190634], [1.632452, 0.541558, 0.036842], [1.925638, -0.886484, -0.013854], [0.863757, -1.564125, -0.189806]], "forces_ev_per_a": [[-0.8033, 0.2659, 0.5933], [-0.9041, 0.2668, 0.0860], [-2.2400, -0.9492, 0.0961], [0.6099, 0.7569, 2.5133], [5.2491, 1.7569, 0.0261], [1.8355, 2.3274, 0.1681], [-8.1741, -3.0533, 0.5487], [3.5894, -0.8925, -1.7312], [-1.6262, -3.8838, -0.7773], [2.8725, 2.0009, -0.2939], [-0.9549, -1.0991, -1.3940], [0.5461, 2.5032, 0.1648]], "lowdin_charge": [0.12, -0.01, 0.16, 0.09, 0.07, -0.22, -0.09, 0.24, -0.30, -0.16, 0.00, 0.10]}

---

No. 3
{"formula": "C16H28AsF12N7O5Se2W", "method": "wB97M-V/def2-TZVPD", "multiplicity": 2, "gap_ev": [6.9, 6.9], "homo_energy_ev": [-10.31, -10.30], "largest_force_ha_per_bohr": 0.0185, "de_lowest_ev": 2.1730, "charge": 1, "lumo_ev": [-3.4, -3.4], "s2": 0.755, "species": ["H", "C", "C", "H", "H", "C", "O", "H", "C", "C", "F", "H", "F", "H", "O", "H", "Se", "O", "H", "H", "C", "F", "H", "F", "H", "As", "W", "C", "C", "F", "H", "C", "N", "H", "H", "N", "H", "C", "H", "H", "C", "H", "C", "H", "H", "N", "H", "N", "F", "C", "F", "N", "H", "H", "H", "C", "Se", "C", "F", "N", "N", "F", "H", "F", "F", "H", "H", "O", "F", "C", "H", "O"], "coordinates": [[-4.562549, -3.967153, 2.476508], [-3.127035, -2.141051, 0.353341], [-2.240709, 3.039579, -5.125776], [-5.860190, -3.701389, 0.248934], [-3.732067, 2.405072, -3.244272], [0.937216, -0.534948, 2.525141], [-1.710850, 0.748216, 0.957563], [-5.235603, -2.201453, 4.072116], [-5.463081, -2.685524, 0.187329], [1.164467, -2.707118, -1.716186], [1.308860, -1.362042, -3.657920], [-0.378154, -3.109738, -3.162673], [0.864930, 0.911852, -0.729505], [-0.382557, 0.714030, -4.810328], [-2.016625, -0.627397, 2.730980], [-0.388748, -4.181124, -1.753756], [-1.550240, -0.591205, -3.024821], [0.341341, 1.934447, -2.760621], [-6.028936, -0.676929, 0.680913], [0.898130, 2.307755, -2.071556], [-4.210509, -2.940901, 2.348472], [-2.679717, 2.283379, 2.726965], [-4.710031, -0.950627, 2.951983], [2.152179, -4.805903, -1.119502], [-3.478320, 2.281222, -6.451801], [-1.888068, 2.709456, 1.273744], [-0.636728, -0.301795, -0.607058], [-1.673800, 2.243151, -3.934010], [-5.151581, -1.948578, 3.014087], [1.459820, -3.551470, 0.491227], [-6.997576, -2.939091, 2.499295], [-6.524269, -1.963755, 2.344374], [-2.189236, -1.649900, -0.133616], [3.386063, -1.238973, 0.700379], [-2.364111, 4.081951, -4.814770], [-1.208333, 0.044081, 2.084312], [-0.314578, -0.368304, 4.127935], [-1.387583, 0.811956, -4.403003], [2.908537, 0.362960, 0.662390], [0.203809, 3.228184, -4.375248], [2.033586, -3.540460, -0.712095], [0.821562, -4.400627, -3.030273], [-6.407000, -1.690518, 0.845969], [-1.521946, 3.023012, -5.947930], [2.901533, -0.714656, 2.955202], [0.645059, -0.437955, 3.834201], [-3.196735, -2.866757, 2.735536], [0.002174, -0.462820, 1.591923], [3.284338, -3.071317, -0.572549], [-0.366123, 2.906706, -3.493511], [2.887237, -2.805208, -3.327920], [2.639437, -0.588070, 0.884467], [1.360541, -0.188660, 4.493234], [-5.281686, -2.452973, -0.860732], [-0.588590, 3.795003, -2.895986], [-2.734614, 2.310763, -2.818349], [-2.897425, 0.722782, -1.692663], [2.068290, -1.949890, -2.712388], [-1.097763, 2.875618, -0.260754], [-4.164181, -2.684237, 0.891523], [2.227004, -0.706223, 2.204867], [-3.382962, 2.533336, 0.402764], [-7.382242, -1.756854, 0.361467], [-0.357478, 2.624921, 2.048911], [2.791903, -0.996270, -2.139090], [-7.174188, -1.221845, 2.807844], [-2.123269, 0.491195, -5.139271], [0.412847, -1.787578, -0.996134], [-2.071486, 4.380114, 1.481001], [0.247726, -3.666024, -2.471698], [-2.550284, 3.133060, -2.130104], [-3.500679, 2.528455, -5.524700]], "forces_ev_per_a": [[-0.0042, -0.0013, 0.0029], [0.0096, 0.1817, -0.0179], [0.0333, 0.0772, 0.0231], [0.0000, 0.0022, 0.0036], [0.0062, -0.0013, -0.0023], [0.0406, 0.1499, -0.0050], [-0.0076, 0.0510, -0.0259], [0.0018, 0.0003, -0.0019], [-0.0064, 0.0037, 0.0037], [-0.2358, -0.1591, -0.0421], [-0.0007, 0.0129, -0.0368], [-0.0172, 0.0024, 0.0111], [0.0000, 0.0233, 0.4741], [0.0141, 0.0162, 0.0000], [0.0086, -0.0002, -0.0134], [0.0105, -0.0094, -0.0014], [-0.1331, -0.0018, -0.2800], [-0.0880, 0.3912, -0.6861], [0.0005, -0.0001, 0.0007], [-0.1305, -0.0075, 0.0389], [0.0063, -0.0090, 0.0152], [-0.0031, 0.0071, 0.0053], [0.0024, 0.0040, 0.0032], [0.0226, -0.0517, -0.0029], [-0.0215, 0.0754, -0.0304], [-0.0239, -0.0235, 0.0431], [-0.0883, -0.7665, 0.5576], [0.0271, 0.0491, 0.0462], [0.0021, -0.0049, -0.0055], [-0.0010, 0.0019, 0.0134], [0.0005, 0.0002, -0.0006], [-0.0016, 0.0008, 0.0003], [0.0585, -0.0934, 0.0415], [0.0302, -0.0515, -0.0351], [0.0150, 0.0022, -0.0347], [0.0242, 0.0707, -0.0150], [0.0009, 0.0010, 0.0101], [0.0166, -0.0345, 0.0418], [0.0033, -0.0008, -0.0078], [-0.0083, -0.0333, -0.0155], [0.0288, 0.0341, 0.0001], [-0.0040, 0.0143, -0.0077], [-0.0002, -0.0022, -0.0003], [0.0095, -0.0245, 0.0024], [-0.0003, 0.0052, 0.0064], [0.0172, -0.0063, 0.0026], [-0.0174, -0.0053, -0.0063], [-0.0274, -0.1475, -0.1628], [-0.0443, 0.0752, 0.0673], [0.0159, -0.1200, 0.0770], [0.0587, -0.0363, -0.0346], [-0.0265, -0.0078, -0.0549], [-0.0015, 0.0008, 0.0044], [0.0015, -0.0041, -0.0020], [0.0403, 0.0018, 0.0034], [-0.0471, 0.0039, -0.0173], [0.2053, -0.0118, -0.0656], [-0.0284, -0.0168, 0.0451], [0.0273, 0.0535, 0.0387], [0.0091, -0.0441, -0.0169], [-0.0409, -0.0485, 0.0237], [0.0085, 0.0160, 0.0061], [-0.0001, 0.0017, -0.0010], [0.0148, 0.0077, -0.0004], [-0.0103, 0.0284, 0.0067], [-0.0003, -0.0002, 0.0004], [0.0089, 0.0172, 0.0019], [0.2499, 0.4641, 0.0024], [0.0039, -0.0161, -0.0071], [-0.0348, 0.0136, -0.0061], [-0.0047, -0.0137, -0.0249], [0.0250, -0.1073, 0.0436]], "lowdin_charge": [0.13, -0.19, -0.20, 0.13, 0.08, -0.39, -0.44, 0.12, -0.11, -0.36, 0.12, 0.05, -0.45, 0.09, 0.04, 0.11, 0.82, -0.13, 0.12, 0.09, -0.12, -0.19, 0.11, 0.17, 0.10, 0.80, 1.40, -0.52, -0.17, 0.17, 0.12, -0.19, -0.01, 0.09, 0.14, -0.33, 0.10, -0.36, 0.10, 0.14, -0.55, 0.11, -0.17, 0.14, 0.16, 0.21, 0.12, 0.03, 0.15, -0.20, 0.19, 0.06, 0.12, 0.13, 0.14, -0.36, 0.85, -0.57, -0.25, -0.05, 0.01, -0.27, 0.12, -0.20, 0.18, 0.12, 0.08, -0.33, -0.18, 0.03, 0.08, -0.05]}

---

No. 4
{"formula": "C16H14BClIrO2", "method": "wB97M-V/def2-TZVPD", "multiplicity": 6, "gap_ev": [4.5, 6.2], "homo_energy_ev": [-4.24, -8.55], "largest_force_ha_per_bohr": 0.0900, "de_lowest_ev": 0.0000, "lumo_ev": [0.3, -2.3], "s2": 8.794, "species": ["B", "H", "O", "H", "C", "C", "H", "C", "C", "H", "O", "C", "C", "H", "C", "H", "Ir", "C", "C", "C", "H", "C", "Cl", "H", "H", "H", "C", "C", "H", "C", "H", "C", "H", "H", "C"], "coordinates": [[0.180747, 0.715812, 0.164360], [-2.507141, -4.222388, -0.981019], [-0.349120, 1.085051, 1.420495], [2.297678, -0.063602, -1.167424], [-2.734622, -2.064362, -0.469551], [1.692351, -0.876914, -1.550865], [0.639830, -4.086376, -1.801040], [0.393897, -2.199097, -2.978843], [0.830166, -3.021614, -1.915908], [2.158007, -2.557746, -0.119611], [1.140610, 1.699326, -0.230980], [0.332600, 2.204835, 1.818052], [-2.016126, -1.188498, 0.425131], [-0.348054, -4.124788, 0.661691], [1.525453, 3.962205, 0.658011], [1.410870, 5.888007, 1.612680], [-0.190857, -1.064433, -0.741854], [0.435774, 4.374181, 2.786426], [1.171263, 2.625938, 0.774751], [-1.009483, -3.303036, 0.405210], [-3.632558, -1.765472, -1.013921], [0.862504, -0.870984, -2.750019], [-1.481017, 0.778925, -1.629521], [0.721237, 0.002048, -3.375842], [2.037197, 4.330666, -0.226013], [-0.604815, 2.711527, 3.698698], [1.150780, 4.834136, 1.678251], [-0.889077, -1.964852, 0.981678], [-0.202465, -2.510252, -3.830068], [-2.126721, -3.338694, -0.454344], [-2.349327, -0.224933, 0.805071], [1.603924, -2.222253, -0.992950], [-0.341310, -1.672870, 1.885865], [0.201344, 5.073834, 3.588240], [-0.003540, 3.056672, 2.865161]], "forces_ev_per_a": [[0.3409, 0.4743, 0.0725], [0.3309, 0.4918, 0.1710], [-0.1764, 0.1885, 0.0294], [0.0710, -0.2590, -0.3748], [-0.1343, -0.2869, 0.1324], [0.6157, -0.3836, -0.4169], [-0.0341, 0.3700, -0.0601], [0.0633, 1.9010, -0.4767], [1.1580, -0.3688, 1.0987], [-0.1944, -0.0268, -0.3295], [0.0792, -0.5355, 0.5429], [0.6861, -2.8579, -1.3621], [0.5860, -0.6819, 1.1368], [-0.1535, 0.1209, -0.2071], [1.0481, -3.2740, -2.5562], [-0.0352, -0.2391, 0.0296], [-2.0980, -0.5797, 0.2636], [-1.5128, -1.6479, 1.0207], [0.1138, 2.6904, -1.9778], [0.2355, 0.4575, 1.1761], [0.4704, -0.1915, 0.0866], [1.3167, -1.0154, -1.0977], [-0.6984, 1.4812, -0.8521], [-0.1280, -0.2707, 0.1086], [-0.0426, -0.2212, 0.1220], [0.2857, -0.0022, 0.0499], [0.1164, 2.0540, 1.3616], [-1.1988, -0.3431, 1.0290], [-0.0176, 0.0895, 0.2793], [-0.6385, 0.5568, -0.3579], [0.0197, -0.4292, -0.1407], [0.8715, -0.0701, -0.8807], [-0.3828, -0.4125, -0.4068], [-0.0367, -0.2342, -0.1503], [-0.9269, 3.4551, 2.9366]], "lowdin_charge": [-0.78, 0.12, 0.13, 0.11, -0.11, -0.26, 0.11, -0.10, -0.14, 0.12, 0.10, -0.20, -0.30, 0.11, -0.04, 0.10, 1.21, -0.08, -0.18, -0.13, 0.11, -0.21, 0.24, 0.10, 0.11, 0.11, -0.10, -0.29, 0.12, -0.09, 0.10, -0.22, 0.12, 0.11, -0.02]}

---

No. 5
{"formula": "C2H6O2Zn", "method": "wB97M-V/def2-TZVPD", "multiplicity": 2, "gap_ev": [4.8, 7.9], "homo_energy_ev": [-11.95, -15.05], "largest_force_ha_per_bohr": 0.0364, "de_lowest_ev": 1.4939, "charge": 1, "lumo_ev": [-7.2, -7.1], "s2": 0.758, "species": ["O", "H", "H", "C", "H", "H", "Zn", "H", "H", "C", "O"], "coordinates": [[-0.523042, -0.685192, 1.007288], [1.018756, -1.352629, -0.244679], [-1.558075, -0.065992, -1.166867], [-0.464663, -0.033071, -1.314315], [-0.191577, -0.609559, -2.205989], [1.813487, 1.281816, 1.177508], [-0.632663, 1.034975, 1.885094], [-0.367099, -1.525646, 1.455601], [-0.271034, 1.043634, -1.446971], [0.285210, -0.550696, -0.141304], [0.890701, 1.462361, 0.994635]], "forces_ev_per_a": [[-0.8000, -1.1394, 0.4411], [-0.1081, 0.3830, 0.2614], [0.3323, -0.4472, -0.0247], [-0.1077, 0.5998, 0.2623], [-0.1120, 0.3957, 0.0936], [0.0178, 0.1163, 0.5074], [1.2968, 0.3905, -0.1572], [-0.0747, -0.0501, 0.0752], [0.3114, -0.2644, -0.3210], [-0.3644, -1.2897, -1.3053], [-0.3914, 1.3054, 0.1672]], "lowdin_charge": [-0.15, 0.13, 0.09, -0.07, 0.10, 0.02, 1.18, 0.14, 0.09, -0.19, -0.34]}

---

No. 6
{"formula": "C3H5ClFN", "method": "wB97M-V/def2-TZVPD", "multiplicity": 1, "gap_ev": 10.0, "homo_energy_ev": -9.04, "largest_force_ha_per_bohr": 0.0465, "de_lowest_ev": 0.2804, "lumo_ev": 1.0, "species": ["C", "H", "C", "N", "Cl", "H", "H", "C", "H", "H", "F"], "coordinates": [[0.281525, 0.077833, 1.072149], [-0.203527, -1.070143, -1.504716], [0.167278, -0.144969, -1.061066], [1.114525, -0.370099, 0.010084], [-2.298454, -0.412916, 0.054040], [0.634998, 0.989681, 1.647860], [0.534008, 0.498616, -1.904068], [-0.804950, 0.497953, -0.039526], [1.629417, -1.244614, 0.042658], [-0.110616, -0.666518, 1.800726], [-0.944199, 1.845177, -0.118140]], "forces_ev_per_a": [[-1.7950, 1.2249, 0.9797], [-0.3045, 0.0954, -0.0047], [0.2813, 0.3258, -1.0079], [1.6859, -0.3828, -0.6175], [-0.6606, 0.4546, 0.1137], [-0.1949, -0.9849, -0.6510], [-0.3451, -0.2194, 0.8373], [2.0375, -0.8619, 0.9077], [-0.3871, 0.3134, 0.1914], [0.2914, 0.3237, -0.5135], [-0.6090, -0.2888, -0.2352]], "lowdin_charge": [-0.18, 0.09, -0.20, -0.07, 0.69, 0.12, 0.12, -0.82, 0.12, 0.11, 0.01]}